1.
{
  "formula": "C13H25BrCl3N5O2SiTa",
  "method": "wB97M-V/def2-TZVPD",
  "symbols": ["Ta", "N", "C", "C", "N", "C", "C", "N", "C", "C", "N", "H", "H", "H", "H", "H", "H", "H", "H", "H", "H", "H", "H", "H", "H", "H", "H", "H", "H", "Br", "C", "C", "C", "N", "C", "C", "H", "H", "H", "H", "Cl", "Si", "Cl", "Cl", "C", "C", "O", "O", "H", "H", "H"],
  "coordinates": [[0.185535, -0.343840, -0.547321], [-1.383932, 1.960106, -0.443803], [-0.583941, 3.044268, 0.150483], [0.002204, 2.550822, 1.450866], [1.040529, 1.517983, 1.238597], [2.289324, 2.182856, 0.798221], [3.159373, 1.293077, -0.052983], [2.370178, 0.781344, -1.193059], [1.287198, 0.778614, 2.494236], [0.130079, -0.124050, 2.868634], [-0.099557, -1.124901, 1.790627], [-1.629191, 2.224321, -1.395146], [-2.268391, 1.892661, 0.053493], [-1.180977, 3.936467, 0.348218], [0.189756, 3.325205, -0.563884], [-0.811228, 2.122605, 2.035695], [0.411657, 3.388458, 2.022843], [2.868815, 2.517850, 1.662321], [2.025628, 3.070591, 0.224806], [3.526038, 0.443900, 0.513556], [4.020247, 1.868020, -0.398136], [2.960495, 0.165848, -1.751299], [2.125255, 1.555433, -1.808953], [1.477296, 1.466812, 3.323646], [2.174808, 0.164172, 2.349433], [-0.791643, 0.433291, 3.024328], [0.372837, -0.619747, 3.809206], [-0.950625, -1.644465, 1.998832], [0.653433, -1.804813, 1.871008], [-6.797297, -1.620208, -0.656715], [-4.958809, -1.326427, -0.599974], [-4.138952, -1.625112, -1.688552], [-2.788848, -1.376713, -1.599125], [-2.209443, -0.853457, -0.501632], [-3.003892, -0.573431, 0.548295], [-4.359231, -0.791176, 0.545431], [-4.551697, -2.048573, -2.593817], [-2.145781, -1.604484, -2.438552], [-2.526472, -0.147675, 1.423658], [-4.958701, -0.559105, 1.414873], [-0.116253, 0.135286, -2.699313], [0.633804, -2.956086, -1.137130], [-0.838066, -3.888949, -0.136053], [1.008270, -3.327487, -3.043580], [3.965147, -3.188065, 1.053594], [2.764444, -2.571274, 0.454366], [2.052396, -3.342148, -0.333642], [2.405131, -1.397672, 0.649882], [3.712394, -4.143511, 1.515444], [4.426228, -2.525019, 1.779073], [4.681656, -3.417576, 0.259930]],
  "atomic_forces_ev_per_a": [[0.70, 2.07, 2.27], [0.52, -0.56, -0.02], [0.07, 0.08, 0.11], [-0.28, 0.23, -0.11], [-0.33, -1.00, -0.60], [0.25, 0.09, -0.24], [0.15, 0.05, 0.28], [-1.12, -0.59, 0.38], [-0.05, -0.25, 0.24], [0.13, 0.28, 0.02], [-0.07, 0.11, -0.86], [-0.06, -0.20, -0.06], [-0.01, -0.14, -0.01], [-0.03, -0.01, -0.08], [-0.03, 0.07, 0.00], [0.05, 0.07, 0.09], [0.10, -0.09, 0.05], [-0.12, 0.05, 0.06], [0.00, 0.03, 0.05], [0.06, 0.05, -0.05], [-0.02, -0.03, -0.07], [-0.12, -0.09, -0.09], [0.02, -0.03, -0.09], [0.03, 0.09, -0.09], [0.06, 0.11, 0.09], [-0.01, -0.05, 0.05], [-0.09, -0.08, -0.02], [-0.04, -0.04, -0.18], [-0.08, -0.07, -0.09], [0.38, 0.04, -0.01], [-0.11, -0.02, -0.03], [-0.19, -0.03, 0.05], [0.00, -0.08, -0.07], [1.58, 0.07, -0.33], [0.06, 0.01, 0.20], [-0.13, -0.06, -0.02], [0.02, 0.01, -0.01], [-0.04, -0.01, 0.01], [-0.05, 0.01, 0.00], [0.06, 0.05, 0.03], [-0.08, -0.31, -0.31], [-0.18, 0.92, 0.52], [-0.16, -0.46, -0.13], [-0.21, -0.22, -0.34], [0.21, 0.04, 0.15], [-0.32, -0.21, -0.36], [0.48, -0.34, 0.22], [-0.85, 0.38, -0.51], [-0.09, 0.01, -0.03], [0.00, 0.02, -0.01], [-0.04, 0.02, -0.05]],
  "nbo_charge": [1.684, -0.815, -0.248, -0.246, -0.450, -0.248, -0.251, -0.828, -0.254, -0.240, -0.865, 0.415, 0.402, 0.252, 0.207, 0.211, 0.249, 0.252, 0.223, 0.238, 0.254, 0.430, 0.415, 0.248, 0.239, 0.213, 0.255, 0.429, 0.423, 0.273, -0.013, -0.248, 0.073, -0.567, 0.024, -0.242, 0.280, 0.228, 0.202, 0.276, -0.135, 1.223, -0.270, -0.225, -0.734, 0.891, -0.808, -0.678, 0.294, 0.263, 0.299],
  "orbital_gap_ev": 6.10,
  "charge": 3
}



2.
{
  "formula": "C34H39N2O4Ru",
  "method": "wB97M-V/def2-TZVPD",
  "symbols": ["O", "C", "C", "H", "H", "C", "H", "H", "C", "H", "H", "H", "C", "H", "H", "H", "Ru", "C", "C", "C", "H", "C", "C", "H", "H", "H", "H", "C", "C", "C", "H", "C", "C", "H", "H", "H", "H", "O", "C", "C", "H", "H", "C", "H", "H", "C", "H", "H", "H", "H", "O", "C", "N", "C", "C", "O", "N", "C", "C", "C", "C", "C", "C", "C", "C", "C", "C", "C", "C", "H", "H", "H", "H", "H", "H", "H", "H", "H", "H", "H"],
  "coordinates": [[-0.322741, -0.787239, -5.334658], [-0.048011, 0.423781, -6.086279], [-0.009150, -0.198680, -7.458498], [0.949539, 0.794725, -5.871334], [-0.806038, 1.184588, -5.901701], [-0.161932, -1.483790, -6.619974], [0.959472, -0.093120, -7.946252], [-0.830631, 0.086298, -8.120888], [1.121396, -2.286108, -6.606033], [1.943400, -1.663037, -6.233849], [1.370505, -2.597228, -7.627269], [1.019800, -3.177551, -5.977524], [-1.387785, -2.250955, -7.061964], [-2.279400, -1.616261, -6.981238], [-1.492562, -3.184544, -6.499262], [-1.277333, -2.509899, -8.125465], [-0.779262, -1.333612, 0.312047], [-2.669759, -1.709020, 1.337815], [-2.641594, -0.282867, 1.503253], [-2.656476, 0.327307, 0.225774], [-2.636813, 0.220849, 2.466247], [-2.605228, -0.707211, -0.767655], [-2.709787, -1.976937, -0.079112], [-2.890671, -2.930002, -0.568931], [-2.715491, -2.463118, 2.115705], [-2.735602, 1.397816, 0.044528], [-2.633688, -0.563674, -1.847783], [0.726187, -2.803093, 1.181257], [-0.210786, -3.313022, 0.208072], [0.080050, -2.663362, -1.055197], [-0.949903, -4.091715, 0.376918], [1.278932, -1.879210, -0.868761], [1.698635, -1.998657, 0.474611], [2.608610, -1.564889, 0.889360], [0.685669, -3.041929, 2.246356], [-0.431860, -2.848946, -1.991218], [1.761656, -1.295981, -1.642649], [1.399638, 0.678617, -3.773553], [0.325274, 0.323022, -2.868242], [-0.846544, 1.295052, -3.030783], [0.695164, 0.485536, -1.822780], [0.024099, -0.727093, -2.972259], [-0.021549, 2.550546, -3.255484], [-1.449287, 1.358246, -2.108790], [-1.515697, 1.016349, -3.851971], [1.360046, 2.127817, -3.862026], [0.199750, 2.921825, -2.237046], [-0.524302, 3.364860, -3.788531], [2.190698, 2.570569, -3.282846], [1.452991, 2.421071, -4.924683], [0.728309, 1.677250, 0.478796], [0.575755, 1.187364, 1.594370], [0.914808, 1.770977, 2.802832], [0.579742, 0.964484, 3.946861], [0.068681, -0.298056, 3.228256], [-0.265919, -1.344286, 3.795770], [0.033899, -0.063420, 1.885037], [1.822271, 0.704090, 4.816722], [2.571751, -0.453509, 4.630589], [3.704122, -0.698436, 5.421558], [4.075883, 0.205126, 6.423333], [3.316954, 1.368576, 6.615263], [2.207431, 1.627088, 5.800002], [-0.602458, 1.535513, 4.734622], [-0.904712, 0.954907, 5.970859], [-1.876941, 1.531380, 6.792876], [-2.612965, 2.630550, 6.335699], [-2.425035, 3.094615, 5.029143], [-1.420875, 2.544134, 4.219340], [1.363016, 2.681808, 2.794162], [2.237883, -1.172732, 3.879794], [4.264287, -1.620749, 5.258180], [4.958813, 0.018887, 7.042849], [3.565357, 2.070815, 7.416073], [1.630818, 2.544968, 5.940849], [-0.372106, 0.046735, 6.269609], [-2.065260, 1.110732, 7.781022], [-3.360393, 3.107947, 6.972469], [-3.051050, 3.879551, 4.603513], [-1.273698, 2.887583, 3.190130]],
  "atomic_forces_ev_per_a": [[-0.15, 0.08, -1.99], [0.45, 1.24, 0.47], [-0.19, -0.08, 0.55], [-0.28, 0.10, 0.38], [0.07, 0.11, 0.02], [-0.08, -0.73, -0.88], [-0.18, -0.01, -0.13], [0.10, -0.37, 0.06], [-0.01, -0.22, -0.06], [-0.17, -0.15, 0.02], [-0.05, -0.06, 0.15], [0.10, 0.14, -0.02], [0.05, -0.35, 0.04], [0.15, -0.26, 0.17], [-0.26, 0.16, 0.02], [0.05, 0.01, 0.26], [2.70, 5.57, 1.42], [-1.88, 0.30, -0.29], [-1.36, -0.38, 0.16], [-0.49, -0.17, 0.05], [0.08, -0.09, -0.30], [-1.98, -0.05, 0.19], [-2.21, 0.29, -0.43], [0.15, 0.23, 0.21], [0.08, 0.24, -0.07], [0.35, -0.32, 0.00], [0.03, -0.12, 0.39], [1.51, -1.58, -0.81], [1.36, -1.49, -0.10], [1.77, -1.65, -0.54], [0.21, 0.28, -0.02], [-0.05, -1.05, -0.25], [-0.10, -0.94, 0.52], [-0.53, 0.07, -0.02], [0.14, 0.20, -0.46], [0.12, -0.01, 0.09], [-0.03, -0.16, 0.23], [-0.98, 0.74, 0.79], [0.10, -0.25, 1.24], [0.48, -0.30, -0.41], [-0.20, -0.14, -0.62], [0.44, 0.38, -0.38], [0.56, 1.07, 0.76], [0.40, 0.01, -0.38], [0.23, 0.07, 0.02], [-0.63, -0.27, 0.09], [-0.12, 0.10, -0.45], [0.16, -0.24, -0.10], [-0.30, -0.23, -0.28], [0.08, -0.15, 0.50], [-0.23, -0.44, 0.64], [0.06, -0.08, 0.61], [0.23, 0.68, -1.26], [0.23, 0.25, 0.10], [-0.29, -1.16, -0.27], [0.20, 1.21, -0.58], [0.46, 0.57, 0.53], [-0.25, 0.06, 0.19], [0.24, 0.03, 0.24], [-0.25, 0.12, -0.06], [-0.20, 0.11, -0.21], [-0.16, -0.10, -0.26], [0.22, -0.22, 0.06], [-0.17, -0.26, 0.09], [-0.15, 0.27, 0.20], [0.05, -0.06, -0.32], [0.00, 0.01, -0.31], [0.22, -0.25, -0.14], [0.05, -0.04, 0.35], [-0.18, -0.41, 0.30], [0.29, 0.11, 0.29], [-0.07, 0.31, 0.11], [-0.39, 0.01, -0.21], [0.02, -0.23, -0.35], [0.12, -0.33, 0.03], [-0.09, 0.47, 0.05], [0.01, 0.13, -0.26], [0.21, -0.22, -0.16], [0.12, -0.14, 0.30], [0.01, 0.02, 0.47]],
  "lowdin_spin": [0.000, 0.000, 0.000, 0.000, 0.000, 0.000, 0.000, 0.000, 0.000, 0.000, 0.000, 0.000, 0.000, 0.000, 0.000, 0.000, 3.183, 0.123, 0.211, 0.223, 0.008, 0.131, 0.050, 0.005, 0.009, 0.011, 0.011, 0.189, 0.053, 0.086, 0.005, 0.204, 0.256, 0.012, 0.010, 0.008, 0.009, 0.004, 0.009, 0.002, 0.006, 0.001, 0.000, 0.001, 0.000, 0.000, 0.000, 0.000, 0.000, 0.000, 0.014, 0.016, 0.003, 0.004, 0.009, 0.001, 0.130, 0.000, 0.000, 0.000, 0.000, 0.000, 0.000, 0.000, 0.000, 0.000, 0.000, 0.000, 0.000, 0.001, 0.000, 0.000, 0.000, 0.000, 0.000, 0.000, 0.000, 0.000, 0.000, 0.000],
  "orbital_gap_ev": [6.78, 6.86],
  "charge": 0,
  "spin_multiplicity": 6
}



What are the ΔE to the lowest compared entry with this formula, charge and spin values for these records? In order: 1.300; 0.518 eV.